Formula: C40H112N16O14
Source: the OMol25 dataset
Level of theory: the ωB97M-V functional and the def2-TZVPD basis

Positions of all 182 atoms, in Å:
O1 11.140 -7.670 -15.634
O2 26.645 -10.693 -15.299
O3 14.066 3.721 -21.795
O4 15.785 -2.543 -13.721
O5 17.012 5.004 -13.055
O6 23.671 -5.966 -11.705
O7 18.880 -7.649 -17.912
O8 15.248 -2.775 -5.571
O9 8.352 1.839 -17.764
O10 21.986 1.805 -14.759
O11 7.506 4.197 -9.348
O12 5.763 -3.509 -14.127
O13 20.365 -0.326 -22.477
O14 14.987 -2.989 -25.565
N1 19.837 3.615 -13.993
N2 7.345 -2.157 -13.305
N3 8.443 0.577 -8.858
N4 15.777 0.956 -15.175
N5 13.484 -2.127 -7.817
N6 15.173 2.577 -20.234
N7 23.596 -9.107 -13.725
N8 22.471 1.214 -25.080
N9 8.332 -1.022 -18.651
N10 5.795 -2.797 -12.030
N11 18.902 -7.388 -20.151
N12 13.770 4.045 -19.663
N13 17.078 -7.161 -19.056
N14 11.809 -5.663 -15.390
N15 15.162 -5.109 -23.681
N16 12.911 -7.235 -14.393
C1 16.911 -3.204 -13.172
C2 19.372 4.984 -13.774
C3 20.457 -0.550 -21.072
C4 13.355 -4.230 -22.397
C5 23.396 -7.333 -11.834
C6 8.869 1.356 -18.988
C7 9.379 2.576 -7.667
C8 6.807 0.390 -20.111
C9 18.333 -7.403 -18.970
C10 14.101 -4.151 -23.792
C11 13.390 -3.310 -6.977
C12 13.826 -0.313 -14.314
C13 7.995 2.922 -9.798
C14 6.295 -2.863 -13.244
C15 16.000 5.278 -12.058
C16 8.247 0.075 -19.585
C17 15.368 -0.123 -14.255
C18 14.762 -3.723 -6.504
C19 23.029 0.799 -14.925
C20 25.942 -10.005 -14.260
C21 24.460 -9.736 -14.737
C22 24.181 -7.903 -13.037
C23 21.373 0.477 -24.519
C24 14.382 3.468 -20.650
C25 20.876 3.300 -13.079
C26 21.496 1.887 -13.455
C27 28.055 -10.760 -15.184
C28 11.916 -6.910 -15.141
C29 24.885 -5.742 -11.087
C30 14.511 -2.643 -4.377
C31 21.045 -0.638 -25.501
C32 12.763 -4.429 -7.762
C33 8.659 3.148 -17.397
C34 7.387 5.328 -10.279
C35 18.431 5.201 -12.579
C36 8.262 2.054 -8.562
C37 16.075 -1.456 -14.571
C38 15.220 -1.788 -26.217
C39 14.614 -2.767 -24.148
C40 21.590 0.025 -23.054
H1 8.762 2.190 -19.681
H2 6.822 1.103 -20.935
H3 18.307 -7.327 -20.965
H4 23.275 0.760 -15.986
H5 24.010 -10.636 -15.157
H6 6.219 -2.196 -11.338
H7 21.662 4.054 -13.127
H8 21.991 0.844 -22.456
H9 13.677 -2.216 -24.071
H10 16.770 -6.843 -19.964
H11 12.728 -5.400 -7.269
H12 20.677 3.330 -12.008
H13 23.624 -7.833 -10.892
H14 11.756 -4.095 -8.012
H15 24.213 -7.105 -13.779
H16 13.310 -4.795 -8.631
H17 6.268 -0.399 -20.635
H18 15.125 -2.139 -3.630
H19 26.019 -10.596 -13.348
H20 10.229 3.041 -8.166
H21 20.390 -1.336 -24.980
H22 7.293 2.438 -10.478
H23 7.874 -1.887 -18.900
H24 13.926 -3.769 -21.592
H25 22.328 -7.498 -11.979
H26 15.415 1.771 -14.701
H27 13.464 -6.508 -13.963
H28 13.752 -1.352 -7.227
H29 8.338 5.623 -10.721
H30 23.904 1.123 -14.361
H31 15.598 1.946 -20.898
H32 7.301 2.148 -8.058
H33 14.654 -4.688 -6.007
H34 13.525 -0.797 -15.244
H35 16.183 4.570 -11.249
H36 25.182 -8.102 -12.655
H37 21.161 -1.334 -20.791
H38 20.504 1.135 -24.515
H39 13.118 4.804 -19.794
H40 14.169 -2.154 -8.559
H41 8.897 -0.211 -20.412
H42 14.280 -1.256 -26.366
H43 6.770 5.040 -11.130
H44 15.913 -1.834 -15.581
H45 28.409 -11.467 -15.935
H46 13.053 -5.244 -22.136
H47 22.949 1.873 -24.481
H48 6.859 6.163 -9.818
H49 22.113 1.821 -25.803
H50 14.682 -5.982 -23.849
H51 19.829 -7.790 -20.140
H52 20.761 0.303 -20.465
H53 19.474 -0.835 -20.696
H54 13.556 -4.562 -24.642
H55 15.082 5.064 -12.606
H56 15.345 -2.284 -23.501
H57 18.479 6.172 -12.086
H58 20.245 5.633 -13.842
H59 7.532 -1.942 -12.336
H60 17.494 -2.541 -12.532
H61 20.607 -0.340 -26.453
H62 12.437 -3.650 -22.500
H63 22.368 1.734 -12.820
H64 16.319 -7.312 -18.406
H65 6.232 0.813 -19.286
H66 9.426 0.446 -9.052
H67 14.136 3.896 -18.733
H68 12.869 -8.154 -13.975
H69 15.518 -3.738 -7.289
H70 9.060 3.428 -7.068
H71 18.572 4.506 -11.752
H72 26.478 -9.084 -14.031
H73 15.847 -1.100 -25.649
H74 15.984 6.320 -11.740
H75 22.728 -0.188 -14.575
H76 20.350 3.593 -14.862
H77 12.588 -5.039 -15.238
H78 17.153 -1.302 -14.552
H79 28.523 -9.777 -15.225
H80 9.664 3.209 -16.979
H81 18.827 5.314 -14.659
H82 9.767 1.831 -6.972
H83 17.568 -3.715 -13.876
H84 8.013 3.536 -16.609
H85 9.921 1.224 -18.732
H86 11.011 -5.452 -15.972
H87 21.892 -1.209 -25.882
H88 7.635 -0.739 -17.977
H89 20.809 1.095 -13.157
H90 15.701 -1.983 -27.176
H91 15.826 -4.932 -24.421
H92 8.865 3.064 -10.439
H93 15.573 0.209 -13.237
H94 24.961 -4.667 -10.922
H95 22.242 -0.847 -23.001
H96 16.487 -3.994 -12.553
H97 8.465 0.126 -7.954
H98 28.364 -11.170 -14.222
H99 15.277 2.534 -19.230
H100 7.901 -2.059 -14.142
H101 8.518 3.826 -18.239
H102 25.741 -6.209 -11.574
H103 16.781 1.010 -15.073
H104 12.671 -2.943 -6.245
H105 13.368 -0.933 -13.544
H106 24.874 -6.244 -10.119
H107 13.356 0.670 -14.278
H108 24.431 -9.218 -15.696
H109 14.209 -3.629 -4.025
H110 4.913 -3.238 -11.812
H111 22.810 -8.812 -14.287
H112 13.605 -2.046 -4.484

Summary:
SMILES: COC[C@H](C)N.COC[C@H](C)N.COC[C@H](C)N.COC[C@H](C)N.COC[C@H](C)N.COC[C@H](C)N.COCCNCCOC.COCCNCCOC.NC(N)=O.NC(N)=O.NC(N)=O.NC(N)=O
LUMO energy (eV): 0.0
HOMO level (eV): -8.81
HOMO-LUMO gap (eV): 8.84